{
  "formula": "C16H45F3O23P5SZn",
  "method": "ωB97M-V with the def2-TZVPD basis set",
  "elements": ["Zn", "C", "F", "F", "F", "S", "O", "O", "O", "C", "O", "P", "O", "O", "C", "O", "C", "H", "H", "H", "H", "H", "H", "H", "H", "H", "C", "O", "P", "O", "O", "C", "O", "C", "H", "H", "H", "H", "H", "H", "H", "H", "H", "C", "O", "P", "O", "O", "C", "O", "C", "H", "H", "H", "H", "H", "H", "H", "H", "H", "C", "O", "P", "O", "O", "C", "O", "C", "H", "H", "H", "H", "H", "H", "H", "H", "H", "C", "O", "P", "O", "O", "C", "O", "C", "H", "H", "H", "H", "H", "H", "H", "H", "H"],
  "xyz": [[-0.0211, -0.0747, 0.3606], [-4.4297, 0.0094, 1.9485], [-4.2023, 1.2961, 2.2470], [-5.3583, -0.5240, 2.7844], [-4.8810, 0.1143, 0.7236], [-2.7635, -0.9463, 2.1082], [-2.3645, -0.3376, 3.3935], [-3.0899, -2.3677, 2.0668], [-1.8229, -0.6191, 1.0297], [-1.5196, -4.9150, -2.4375], [-1.0341, -3.8522, -1.5901], [-0.3338, -2.4959, -2.1932], [-0.2291, -1.3601, -1.2305], [-1.2126, -2.1686, -3.5249], [-0.6191, -1.1159, -4.3260], [0.9914, -3.0459, -2.8526], [1.9144, -3.9236, -2.1840], [-1.5838, -5.8771, -1.9291], [-0.7892, -5.0942, -3.2265], [-2.4900, -4.6747, -2.8719], [0.3030, -0.6266, -4.0122], [-1.3012, -0.2748, -4.4501], [-0.4567, -1.4672, -5.3450], [2.8822, -3.4499, -2.0194], [1.9145, -4.8458, -2.7651], [1.4628, -4.3350, -1.2813], [1.2397, 4.1551, 1.7499], [0.4682, 3.5947, 2.8851], [-0.5295, 2.3048, 2.7229], [-0.0492, 1.2609, 1.8746], [-1.9252, 2.9075, 2.2943], [-2.6325, 3.7688, 3.1200], [-0.7356, 1.8646, 4.2737], [0.1738, 1.1578, 5.0280], [0.6012, 4.4919, 0.9331], [1.8137, 3.3145, 1.3599], [1.9274, 4.9764, 1.9513], [-2.6701, 4.7264, 2.6008], [-2.3805, 3.8827, 4.1743], [-3.6577, 3.4107, 3.2142], [1.0038, 0.7411, 4.4574], [-0.3470, 0.2934, 5.4399], [0.6815, 1.7238, 5.8089], [-3.4733, 0.0935, -2.0091], [-3.2655, 1.3341, -1.3328], [-1.8412, 2.0990, -1.4186], [-0.7590, 1.3405, -0.7636], [-1.5615, 2.2817, -3.0747], [-2.5414, 2.8320, -3.9681], [-2.0077, 3.5655, -0.8361], [-2.7410, 4.6488, -1.4817], [-2.5593, -0.0905, -2.5738], [-4.3669, 0.0544, -2.6320], [-3.5645, -0.5829, -1.1593], [-2.5092, 2.2399, -4.8828], [-2.4123, 3.8769, -4.2502], [-3.5626, 2.6622, -3.6269], [-2.0641, 5.2211, -2.1159], [-3.2833, 5.2955, -0.7919], [-3.5774, 4.3287, -2.1031], [1.4957, -2.7919, 4.6897], [2.2515, -2.8388, 3.4399], [1.5050, -2.7435, 1.9856], [0.7879, -1.5255, 1.5701], [2.6106, -3.2868, 0.9212], [3.8494, -2.6181, 0.7319], [0.5820, -4.1077, 2.0533], [-0.7374, -4.0926, 2.6248], [0.4495, -2.7934, 4.3839], [1.5302, -1.8470, 5.2320], [1.8081, -3.5495, 5.4084], [4.0639, -2.4201, -0.3183], [4.6885, -3.0334, 1.2900], [3.7243, -1.5566, 0.9457], [-0.5871, -4.7591, 3.4741], [-1.3216, -4.5882, 1.8495], [-1.0791, -3.1011, 2.9219], [3.2722, -0.7584, -2.9906], [3.8154, 0.0452, -1.9029], [2.8612, 1.0387, -1.0486], [1.7488, 0.4475, -0.2934], [3.8781, 1.9311, -0.1900], [4.3974, 1.4593, 1.0912], [2.2266, 1.9792, -2.2583], [3.1521, 2.7252, -3.1184], [3.4362, -0.2169, -3.9222], [2.1906, -0.8662, -2.9091], [3.7733, -1.7165, -3.1281], [4.5306, 2.2918, 1.7821], [5.2950, 0.8437, 1.0332], [3.6420, 0.7975, 1.5148], [2.6660, 3.2651, -3.9309], [3.8924, 2.0993, -3.6167], [3.7433, 3.4846, -2.6066]],
  "forces_ev_per_a": [[-0.5, -0.6, 0.7], [1.0, 0.2, 0.4], [0.0, -0.1, 1.2], [1.0, 0.6, -1.0], [-1.0, -1.3, -1.3], [0.0, -0.3, 2.3], [-0.3, -1.2, -1.5], [-0.3, 1.4, 0.2], [-1.5, 0.3, -0.4], [0.5, -0.1, -0.8], [0.4, 1.9, -0.1], [-1.9, -1.6, 0.1], [0.1, -2.0, -1.5], [1.6, 0.6, 1.3], [-0.5, 0.8, -1.4], [0.2, 0.7, 0.1], [-1.0, -1.2, 0.3], [0.0, 0.5, 0.7], [-0.1, 0.2, -0.3], [0.1, 0.2, 0.1], [0.1, -0.6, 0.7], [-0.4, -0.2, 0.4], [0.1, -0.5, 0.2], [-0.3, -0.2, -0.1], [0.8, 0.3, -0.6], [0.2, 0.7, 0.5], [-0.6, -1.6, -0.4], [0.0, 0.0, -0.7], [-0.6, 2.8, 3.8], [1.4, -1.2, -1.3], [1.8, -1.7, 0.0], [-2.2, 1.4, 0.6], [-0.8, 2.1, -2.5], [1.4, -1.6, 0.6], [-0.4, 0.0, 0.2], [0.2, 0.1, -0.1], [-0.4, -0.2, 1.1], [0.1, 0.2, 0.4], [1.1, -0.2, -0.3], [-0.1, -0.2, -0.4], [0.0, 0.0, -0.5], [-0.1, 0.1, 0.2], [-0.6, 0.4, 0.1], [0.9, -0.6, 0.8], [0.9, 2.8, -0.1], [-1.3, -0.3, -2.1], [-0.8, 1.7, -1.4], [-0.1, 0.0, 2.4], [-0.7, -0.9, -0.5], [-0.6, -0.4, -0.2], [-0.6, -0.1, -0.6], [-0.3, -0.6, -0.2], [0.1, 0.5, 0.1], [0.0, -0.6, -0.6], [0.4, 0.0, -0.1], [0.4, 0.0, 0.4], [0.0, 0.2, 0.4], [0.1, 0.0, 0.3], [0.8, -0.2, 0.7], [0.3, -0.7, -0.1], [-1.1, 0.8, -0.7], [0.1, 1.1, -1.0], [-0.2, -4.1, 0.8], [0.8, -0.3, 0.9], [-0.8, 0.3, 1.2], [-0.1, 1.9, -0.3], [2.2, 2.8, -1.0], [0.5, -1.0, -0.1], [-0.1, -0.8, 0.6], [0.9, 0.4, -0.4], [-0.1, -0.4, -0.7], [0.1, -1.3, -0.4], [-0.3, -0.2, -0.1], [0.0, 0.2, 1.0], [-0.8, 0.1, 0.2], [-0.6, 0.5, 0.4], [-0.1, -0.3, -0.3], [-0.4, 0.9, -0.5], [-0.5, -0.1, 1.0], [0.2, 1.2, -2.6], [1.7, 0.0, -0.3], [-0.2, -0.8, -0.7], [-0.9, -0.7, 0.4], [1.7, -0.1, 1.2], [0.6, 0.1, -0.2], [0.1, 0.2, 0.0], [0.2, -0.3, 0.3], [0.1, 0.1, 0.7], [0.0, 0.1, -0.5], [0.2, 0.4, -0.6], [-0.2, 0.1, 0.2], [-0.8, -0.4, 0.4], [-0.2, -0.5, 0.2], [-0.3, -0.1, 0.6]],
  "lowdin_charge": [0.473, -0.614, 0.108, 0.132, 0.142, 0.577, -0.310, -0.304, -0.346, -0.072, -0.214, 0.514, -0.209, -0.195, -0.085, -0.226, -0.050, 0.096, 0.084, 0.095, 0.078, 0.073, 0.099, 0.072, 0.101, 0.086, -0.039, -0.209, 0.468, -0.190, -0.188, -0.111, -0.200, -0.129, 0.083, 0.062, 0.091, 0.097, 0.101, 0.087, 0.080, 0.095, 0.095, -0.060, -0.222, 0.550, -0.218, -0.230, -0.120, -0.190, -0.056, 0.058, 0.106, 0.086, 0.088, 0.090, 0.085, 0.098, 0.097, 0.079, -0.047, -0.215, 0.555, -0.207, -0.208, -0.089, -0.232, -0.081, 0.066, 0.079, 0.103, 0.074, 0.107, 0.062, 0.098, 0.098, 0.057, -0.058, -0.219, 0.512, -0.217, -0.202, -0.050, -0.208, -0.077, 0.090, 0.058, 0.092, 0.098, 0.096, 0.070, 0.091, 0.078, 0.087],
  "total_charge": 1,
  "orbital_gap_ev": 9.8,
  "homo_ha": -0.42234,
  "total_energy_ha": -6551.32277,
  "max_force_ha_per_bohr": 0.093
}